(1)
This record from the Open Molecules 2025 dataset describes a molecular structure, C45H43IrN5O4S2 in a non-equilibrium geometry. The level of theory is ωB97M-V/def2-TZVPD.

Output
multiplicity	2
HOMO-LUMO gap (spin up / spin down)	5.6 / 5.8	eV
E_tot	-87508.8275	eV
highest occupied orbital energy (spin up / spin down)	-7.572 / -7.548	eV
<S²>	0.780

```
100
Properties=species:S:1:pos:R:3:forces:R:3
Ir -0.592 1.830 0.103 3.6 0.1 -1.4
S -5.537 -1.267 -0.615 0.4 0.3 0.6
S -4.380 4.718 0.911 0.6 -0.4 -0.2
O -0.529 0.476 -1.534 -0.8 2.9 1.5
O 0.523 -3.016 1.145 0.2 -0.1 0.0
O -0.620 0.389 1.649 -1.3 3.1 -1.5
O 1.405 -2.492 -0.870 -0.1 -0.3 0.0
N -1.684 4.817 0.933 0.4 0.0 0.1
N 0.618 3.364 -0.320 -6.2 -4.5 2.8
N -3.568 -0.155 0.635 0.8 0.3 0.5
N -2.737 2.789 0.442 1.3 -0.5 0.0
N -3.689 -2.463 0.976 0.2 -0.3 0.2
C 0.021 5.915 -1.526 0.1 0.0 0.0
C -1.341 -0.907 5.547 0.0 0.2 0.0
C 1.357 -4.816 -0.217 -0.1 0.4 0.0
C -2.768 4.060 0.738 -0.6 0.6 0.2
C 1.372 5.267 -1.558 -0.6 -1.0 0.5
C -0.703 -1.315 3.256 -0.3 0.2 -0.2
C 1.607 0.244 -3.135 0.0 -0.1 0.0
C 2.506 0.263 -4.185 0.1 0.1 0.0
C 0.883 -1.945 -3.773 0.1 0.0 0.0
C -4.083 -1.307 0.405 -1.1 -0.2 -0.6
C -1.787 -2.213 5.670 -0.1 -0.1 0.0
C 2.888 3.373 -1.166 -1.0 0.1 0.5
C -3.594 -3.188 -2.781 0.0 -0.1 0.0
C 1.553 -3.358 0.233 0.6 -0.6 0.1
C -1.375 -1.685 -2.009 -0.1 0.1 0.2
C 1.775 -1.919 -4.832 0.0 -0.1 -0.1
C 1.570 3.953 -0.978 3.8 1.2 -2.5
C -5.381 0.450 -0.652 0.3 0.0 0.1
C -0.810 -0.463 4.351 -0.1 0.0 0.0
C 2.026 0.749 2.326 -0.2 -0.1 -0.2
C -5.000 3.144 0.562 0.4 0.0 0.0
C 0.805 -0.866 -2.905 -0.2 0.3 0.0
C 3.670 5.360 -2.299 -0.2 -0.1 0.2
C 0.017 -0.747 2.018 1.0 -1.6 -0.5
C 3.227 2.022 -0.625 -0.1 0.1 0.0
C -1.178 -2.613 3.374 0.0 0.1 0.0
C 2.946 -3.199 0.853 -0.5 0.2 -0.3
C 3.343 -1.146 3.843 -0.1 -0.2 0.0
C -1.714 -3.054 4.575 -0.1 -0.1 0.1
C 3.265 1.038 2.867 0.1 0.1 0.1
C 3.929 0.089 3.621 0.1 0.0 0.0
C -0.156 -0.822 -1.696 1.0 -1.3 0.5
C -2.437 -1.085 -2.677 0.0 0.0 0.0
C 3.876 4.077 -1.818 0.0 0.5 -0.3
C 2.599 -0.825 -5.036 0.1 0.0 -0.1
C -4.291 0.852 0.067 -0.7 -0.4 -0.6
C -2.544 -3.788 -2.110 -0.1 -0.1 -0.1
C 0.700 -1.334 -0.475 -0.2 0.4 0.1
C 2.100 -1.436 3.308 0.1 0.1 0.0
C -3.540 -1.831 -3.055 0.1 0.0 -0.2
C -3.998 2.253 0.339 -1.1 0.4 0.1
C 2.414 5.934 -2.157 0.6 -0.1 -0.1
C 1.444 -0.493 2.525 -0.2 0.2 -0.2
C -1.442 -3.042 -1.725 0.0 0.1 0.0
C -0.036 -1.762 0.816 -0.4 0.6 0.3
H 2.248 6.934 -2.535 -0.1 0.0 -0.1
H 4.843 3.609 -1.950 0.1 -0.1 0.0
H -1.800 5.810 1.020 0.1 0.0 0.0
H -1.107 -1.887 0.604 0.2 0.0 0.0
H 3.680 -3.611 0.166 0.1 -0.1 -0.1
H 1.500 1.108 -2.499 0.0 0.1 0.1
H 3.168 -2.150 1.020 0.1 0.1 0.0
H 3.848 -1.883 4.450 0.1 -0.1 0.1
H -3.902 -3.339 0.533 0.1 0.1 0.0
H 1.483 1.493 1.751 0.2 0.0 0.2
H 3.770 1.447 -1.371 0.0 -0.1 0.0
H 0.246 -2.804 -3.629 0.0 -0.1 0.0
H -4.444 -3.780 -3.091 -0.1 0.0 0.0
H -2.884 -2.412 1.583 0.0 -0.1 0.0
H 3.296 -0.816 -5.862 0.0 0.0 -0.1
H -4.360 -1.354 -3.570 0.0 0.1 -0.1
H 3.123 1.136 -4.341 0.1 0.1 0.0
H -1.097 -3.313 2.557 0.1 0.0 -0.1
H -0.071 6.613 -2.355 -0.1 0.0 0.0
H -1.397 -0.232 6.390 0.0 0.0 0.1
H -0.109 6.480 -0.604 -0.1 0.1 0.1
H -0.625 -3.525 -1.219 0.1 -0.1 0.0
H 1.627 -2.388 3.503 0.0 0.0 0.0
H -6.092 1.041 -1.192 0.0 0.2 -0.2
H 0.318 -5.108 -0.093 -0.1 0.0 0.0
H -2.376 -0.029 -2.897 -0.1 0.0 0.0
H -6.055 2.968 0.586 -0.2 -0.2 0.0
H 3.701 2.014 2.720 0.1 0.1 0.0
H -2.571 -4.850 -1.903 0.0 -0.1 0.0
H 4.897 0.311 4.043 0.1 0.0 0.1
H 1.409 -0.520 -0.246 -0.1 -0.1 -0.1
H 1.627 -4.903 -1.264 0.1 -0.1 -0.1
H 3.871 2.117 0.250 0.0 -0.1 0.1
H -2.068 -4.071 4.653 0.0 -0.1 0.0
H 1.813 -2.756 -5.514 0.0 -0.1 0.0
H 1.971 -5.488 0.375 0.1 -0.1 0.0
H -0.779 4.441 0.625 -0.3 0.3 0.1
H 2.989 -3.725 1.803 0.0 -0.1 0.1
H -0.463 0.555 4.249 0.1 0.1 0.0
H -2.191 -2.568 6.608 0.0 0.0 0.0
H 2.330 1.483 -0.341 0.1 -0.2 0.0
H -0.770 5.173 -1.596 -0.1 0.0 0.0
H 4.474 5.900 -2.773 0.1 0.1 -0.1
```
Forces are in eV/Å.

---

(2)
This record from the Open Molecules 2025 dataset describes 2 unconnected molecules or ions with the total composition C2H8N2O2S in a non-equilibrium geometry. The level of theory is ωB97M-V/def2-TZVPD.

Output
ΔE to the lowest compared entry with this formula, charge and spin	342.96	kJ/mol
HOMO-LUMO gap (spin up / spin down)	7.8 / 7.8	eV
E_tot	-20109.5468	eV
highest occupied orbital energy (spin up / spin down)	-8.404 / -8.405	eV

```
15
Properties=species:S:1:pos:R:3:forces:R:3
S 1.204 0.042 -0.352 0.0 0.1 -1.8
O 1.920 -1.178 -0.094 -0.2 0.0 -0.4
O 1.245 0.723 -1.661 -0.5 -1.2 2.1
N -0.915 -1.540 0.541 -0.9 2.8 -2.2
N -1.448 0.617 -0.226 -0.8 -0.5 -0.8
C -0.545 -0.262 0.186 0.0 -2.5 -1.1
C 1.611 1.143 0.866 -2.2 3.2 2.9
H -2.557 -1.353 -1.446 0.9 -0.1 1.1
H -2.267 0.038 -0.678 0.3 0.0 0.3
H 2.300 1.928 0.690 1.2 0.2 -0.9
H 0.676 1.819 1.143 1.5 -1.6 -0.7
H -1.699 -1.814 -0.391 -0.6 1.0 0.3
H 1.871 0.662 1.801 0.1 -0.5 -0.1
H -0.198 -2.243 0.478 0.9 0.2 0.3
H -1.199 1.417 -0.856 0.3 -1.1 1.0
```
Forces are in eV/Å.

---

(3)
This record from the Open Molecules 2025 dataset describes a molecular structure, FFe2H8O4 in a non-equilibrium geometry. The level of theory is ωB97M-V/def2-TZVPD.

Output
multiplicity	9
ΔE to the lowest compared entry with this formula, charge and spin	0.00	kJ/mol
HOMO-LUMO gap (spin up / spin down)	6.8 / 5.9	eV
E_tot	-79779.1701	eV
highest occupied orbital energy (spin up / spin down)	-20.565 / -20.563	eV
<S²>	20.009
total charge	+3

```
15
Properties=species:S:1:pos:R:3:forces:R:3
Fe -33.142 33.933 26.928 -0.3 0.6 -0.9
Fe -33.538 36.797 24.123 -0.3 -0.9 0.1
F -32.956 35.312 25.521 -0.2 -0.2 0.6
O -33.324 35.503 22.547 -0.1 0.2 0.1
O -35.562 36.396 24.351 0.2 0.3 -0.5
O -34.778 33.016 26.151 0.3 0.0 -0.2
O -29.696 35.645 25.441 0.0 0.0 0.0
H -29.521 34.818 25.902 0.3 0.0 -0.1
H -33.036 35.575 21.617 0.1 0.2 0.1
H -34.664 32.452 25.365 -0.1 -0.2 0.2
H -30.645 35.737 25.374 -0.2 -0.1 0.1
H -33.522 34.566 22.694 0.1 0.0 -0.1
H -36.267 36.755 24.922 0.2 0.2 0.0
H -35.736 33.041 26.333 0.1 0.0 0.3
H -35.984 36.269 23.478 -0.2 0.0 0.2
```
Forces are in eV/Å.

---

(4)
This record from the Open Molecules 2025 dataset describes a molecular structure, C21H31O4Ti in a non-equilibrium geometry. The level of theory is ωB97M-V/def2-TZVPD.

Output
multiplicity	2
ΔE to the lowest compared entry with this formula, charge and spin	65.32	kJ/mol
HOMO-LUMO gap (spin up / spin down)	5.7 / 5.5	eV
E_tot	-53580.4504	eV
highest occupied orbital energy (spin up / spin down)	-5.309 / -5.136	eV
<S²>	0.762

```
57
Properties=species:S:1:pos:R:3:forces:R:3
Ti -1.062 1.005 0.308 -2.7 -1.7 2.3
O -1.174 -2.618 1.040 -1.1 0.6 0.5
O 0.543 1.653 -0.400 5.2 2.5 -2.2
O -3.318 -2.022 1.135 -0.3 -0.7 0.3
O 1.603 -2.996 -1.628 1.8 -0.1 0.4
C -2.260 2.343 -1.114 -0.9 -1.0 -0.6
C 2.800 -2.467 0.426 -0.2 0.0 -0.6
C -0.204 -0.370 2.175 0.7 0.5 -0.5
C -3.227 0.427 -0.255 -0.3 0.7 -0.9
C 1.573 3.815 0.247 -0.2 0.2 0.1
C -1.244 1.696 2.370 1.5 0.5 0.8
C -3.149 1.859 -0.114 -0.1 -0.2 -1.7
C 0.595 3.536 -2.072 -0.2 0.3 0.0
C 3.712 -3.378 -0.421 -0.2 -0.2 -0.4
C -2.026 -1.820 1.410 1.3 -0.6 0.3
C 1.329 2.895 -0.930 -0.3 -0.1 0.6
C -2.318 0.015 -1.282 -0.8 0.7 -0.3
C -2.271 0.723 2.169 0.6 -0.9 -0.3
C -1.760 1.214 -1.854 -0.9 0.3 0.3
C 0.034 1.003 2.385 -1.5 0.3 0.5
C 1.716 0.843 -0.772 -0.2 -0.5 0.4
C 2.504 2.012 -1.332 -0.2 -0.3 0.2
C -1.660 -0.658 2.348 -1.0 -0.4 0.6
C 2.828 -3.795 -1.617 -0.7 -0.4 0.0
C -3.581 -3.402 0.781 -0.1 0.1 0.0
C 1.437 -2.472 -0.300 -0.9 -0.2 0.3
H -1.970 -1.028 3.359 0.3 -0.5 0.0
H 0.535 -1.173 2.240 -0.2 0.5 -0.1
H 2.545 -4.858 -1.462 0.0 0.5 -0.3
H 0.236 2.794 -2.786 0.0 0.1 0.1
H 2.682 -2.854 1.440 0.1 0.3 0.0
H -4.647 -3.470 0.565 0.1 0.1 0.1
H 0.683 -3.059 0.255 0.6 0.1 -0.4
H 1.413 0.094 -1.508 0.2 0.0 0.2
H -3.669 2.481 0.611 0.2 -0.3 -0.2
H 0.974 -1.468 -0.388 0.3 -0.7 0.1
H -1.352 2.773 2.526 -0.1 -0.5 0.2
H -3.972 -0.223 0.195 0.6 0.4 0.2
H 0.986 1.453 2.669 -0.2 0.0 -0.5
H 2.112 0.391 0.143 0.0 -0.1 -0.3
H 2.671 1.949 -2.405 0.0 0.1 0.0
H 2.144 3.329 1.050 -0.2 0.0 -0.3
H 3.346 -3.711 -2.587 -0.4 0.1 0.3
H -3.337 0.855 2.370 0.5 0.2 -0.3
H -1.213 1.262 -2.790 0.2 -0.1 0.4
H 1.250 4.225 -2.620 0.0 -0.1 0.3
H -2.171 -1.000 -1.664 -0.1 0.4 0.2
H 4.002 -4.300 0.099 0.0 0.4 0.1
H -2.993 -3.724 -0.089 -0.2 0.2 0.3
H -0.247 4.102 -1.673 0.0 0.0 -0.3
H 0.610 4.153 0.648 0.1 -0.1 0.0
H 3.198 -1.448 0.428 0.1 -0.2 0.3
H -2.084 3.380 -1.354 0.1 -0.1 0.2
H 4.632 -2.885 -0.757 -0.3 0.0 0.2
H 2.118 4.710 -0.079 0.0 -0.2 0.0
H 3.429 2.219 -0.802 0.0 0.1 -0.1
H -3.330 -4.009 1.660 -0.1 -0.1 -0.4
```
Forces are in eV/Å.